{"formula": "C46H62N6O8", "method": "ωB97M-V/def2-TZVPD", "elements": ["C", "C", "O", "C", "C", "O", "H", "H", "H", "H", "H", "H", "H", "H", "C", "C", "O", "C", "C", "O", "H", "H", "H", "H", "H", "H", "H", "H", "C", "C", "O", "C", "C", "O", "H", "H", "H", "H", "H", "H", "H", "H", "C", "C", "O", "C", "C", "O", "H", "H", "H", "H", "H", "H", "H", "H", "C", "C", "C", "N", "C", "C", "H", "H", "H", "H", "H", "C", "C", "C", "N", "C", "C", "H", "H", "H", "H", "H", "C", "C", "C", "N", "C", "C", "H", "H", "H", "H", "H", "C", "C", "C", "N", "C", "C", "H", "H", "H", "H", "H", "C", "C", "C", "N", "C", "C", "H", "H", "H", "H", "H", "C", "C", "C", "N", "C", "C", "H", "H", "H", "H", "H"], "positions_angstrom": [[-2.54186, 0.02264, 4.08310], [-3.90877, 0.32876, 4.59110], [-3.99585, 0.23912, 6.03341], [-5.11808, 0.51507, 6.66775], [-4.96215, 0.39388, 8.16624], [-6.16101, 0.89813, 6.13309], [-2.36262, -1.00829, 3.77791], [-1.84701, 0.29036, 4.87909], [-2.16267, 0.63402, 3.26424], [-4.11536, 1.35319, 4.28132], [-4.62645, -0.38162, 4.18075], [-5.87788, 0.02379, 8.62733], [-4.81682, 1.37630, 8.61549], [-4.18998, -0.33346, 8.41691], [-4.54496, -1.26415, 1.18859], [-5.65132, -0.25685, 1.23611], [-5.94292, 0.27786, -0.09635], [-5.05933, 1.13084, -0.65849], [-5.48393, 1.54645, -2.04474], [-3.99582, 1.54568, -0.18066], [-4.24890, -1.74920, 2.11875], [-3.58070, -0.83864, 0.91070], [-4.85378, -2.02470, 0.47144], [-6.61411, -0.60998, 1.60545], [-5.37295, 0.47331, 1.99603], [-5.75247, 0.73318, -2.71897], [-4.62509, 2.02620, -2.51415], [-6.30971, 2.25509, -2.10811], [2.95986, 4.91329, 0.45577], [3.18741, 4.46897, -1.00810], [4.59403, 4.10800, -1.23974], [5.02719, 2.91474, -0.82841], [6.53588, 2.81424, -0.79845], [4.39351, 1.91910, -0.46355], [3.00060, 4.14872, 1.23158], [1.91988, 5.23675, 0.49939], [3.54432, 5.75970, 0.81646], [2.64971, 3.53256, -1.15678], [2.66839, 5.21730, -1.60703], [7.01935, 3.67803, -1.25477], [6.90607, 2.03733, -1.46739], [6.97003, 2.63548, 0.18524], [0.30285, -5.31196, -2.14237], [1.50510, -4.34371, -2.25050], [1.70113, -3.96459, -3.62845], [2.35261, -2.88833, -4.01148], [2.32699, -2.64231, -5.48355], [3.04193, -2.15726, -3.33681], [0.04659, -5.37745, -1.08495], [0.52237, -6.30123, -2.54395], [-0.56187, -4.96996, -2.71104], [1.31364, -3.49776, -1.59035], [2.45062, -4.71942, -1.85943], [1.32010, -2.81414, -5.86402], [2.99919, -3.39633, -5.89304], [2.66220, -1.64018, -5.75091], [3.68040, -4.50951, 2.02430], [3.31475, -5.54883, 1.14412], [1.96892, -5.96795, 1.21752], [1.04985, -5.41947, 2.04856], [1.49744, -4.45904, 2.93213], [2.81474, -3.99817, 2.98800], [4.69286, -4.15040, 1.91312], [3.96351, -5.96609, 0.38821], [1.64911, -6.77801, 0.57883], [0.76774, -4.16871, 3.67352], [3.06698, -3.20026, 3.67074], [5.61702, -1.09635, 0.13890], [6.46839, -1.95588, 0.91309], [6.88024, -3.13468, 0.24835], [6.43871, -3.47506, -1.00205], [5.59004, -2.63399, -1.62331], [5.11351, -1.44046, -1.11378], [5.33575, -0.17687, 0.63066], [6.75776, -1.59527, 1.88911], [7.60462, -3.74817, 0.76343], [5.12109, -3.03343, -2.51039], [4.40314, -0.88936, -1.71218], [-1.31914, 4.96859, 0.79854], [-2.22217, 3.93029, 0.86363], [-2.79048, 3.59400, 2.09419], [-2.42642, 4.22759, 3.22865], [-1.50324, 5.22777, 3.16278], [-0.95851, 5.64668, 1.94122], [-0.99370, 5.25997, -0.18916], [-2.43353, 3.43628, -0.07322], [-3.54538, 2.83341, 2.22845], [-1.06926, 5.60103, 4.07861], [-0.24588, 6.45817, 1.93429], [-1.87333, 3.35173, -4.24075], [-0.95134, 4.40883, -4.12774], [-0.14967, 4.47146, -3.06705], [-0.07866, 3.53149, -2.10401], [-0.94615, 2.47436, -2.21190], [-1.86486, 2.34418, -3.26107], [-2.54043, 3.31794, -5.08941], [-0.94548, 5.23201, -4.82684], [0.48653, 5.33134, -2.91787], [-1.01524, 1.73411, -1.42855], [-2.46470, 1.44618, -3.27463], [-1.03558, -1.01476, -3.77685], [-1.06143, -1.50687, -2.46040], [-2.24544, -1.95069, -1.92845], [-3.45558, -1.96880, -2.57810], [-3.39915, -1.63414, -3.87677], [-2.20049, -1.23891, -4.54323], [-0.09510, -0.69131, -4.19790], [-0.10924, -1.45115, -1.95380], [-2.25081, -2.20544, -0.87894], [-4.33895, -1.75715, -4.39449], [-2.23842, -0.87770, -5.56033], [1.54287, 0.26143, 0.20941], [1.43750, -1.11131, 0.49244], [0.21257, -1.59156, 1.05941], [-0.82382, -0.79357, 1.35310], [-0.69906, 0.52309, 1.04510], [0.49568, 1.11447, 0.47990], [2.43864, 0.64728, -0.25440], [2.28803, -1.75345, 0.31736], [0.02838, -2.62604, 1.30912], [-1.63457, 1.05291, 1.14760], [0.56122, 2.13566, 0.13454]], "lowdin_charge": [-0.073, -0.207, 0.002, -0.537, 0.013, 0.069, 0.069, 0.088, 0.045, 0.119, 0.113, 0.083, 0.090, 0.082, -0.075, -0.194, 0.005, -0.478, 0.021, 0.053, 0.075, 0.050, 0.083, 0.126, 0.104, 0.084, 0.060, 0.089, -0.060, -0.164, 0.003, -0.500, 0.014, 0.048, 0.077, 0.055, 0.076, 0.091, 0.109, 0.077, 0.086, 0.091, -0.046, -0.186, 0.010, -0.570, 0.016, 0.075, 0.065, 0.074, 0.073, 0.097, 0.115, 0.084, 0.095, 0.092, -0.076, -0.056, -0.163, 0.051, -0.150, -0.068, 0.082, 0.098, 0.094, 0.098, 0.102, -0.073, -0.063, -0.159, 0.051, -0.163, -0.071, 0.081, 0.091, 0.090, 0.085, 0.089, -0.098, -0.078, -0.140, 0.053, -0.133, -0.082, 0.088, 0.074, 0.086, 0.095, 0.094, -0.039, -0.088, -0.185, 0.079, -0.118, -0.057, 0.102, 0.106, 0.099, 0.076, 0.084, -0.073, -0.077, -0.133, 0.069, -0.153, -0.062, 0.104, 0.087, 0.089, 0.095, 0.092, -0.074, -0.048, -0.142, 0.054, -0.116, -0.052, 0.078, 0.085, 0.084, 0.070, 0.078], "e_above_lowest_kcal_mol": 0.0, "smiles": "CCOC(C)=O.CCOC(C)=O.CCOC(C)=O.CCOC(C)=O.c1ccncc1.c1ccncc1.c1ccncc1.c1ccncc1.c1ccncc1.c1ccncc1", "homo_lumo_gap_ev": 9.7, "e_lumo_ev": 0.5, "energy_ev": -74026.369}